[1]
{"formula": "C4H11N2", "method": "the ωB97M-V functional and the def2-TZVPD basis", "elements": ["C", "C", "C", "C", "N", "N", "H", "H", "H", "H", "H", "H", "H", "H", "H", "H", "H"], "xyz": [[-0.127, -1.783, -0.110], [1.113, -0.848, -0.128], [-0.988, -0.075, -0.268], [1.128, 1.700, -0.139], [-2.038, 0.391, 0.494], [0.365, 0.385, 0.284], [-0.363, -2.400, -0.993], [-0.274, -2.228, 0.854], [1.948, -1.215, 0.579], [1.485, -0.705, -1.116], [-1.128, 0.049, -1.366], [1.135, 2.057, -1.183], [0.598, 2.410, 0.586], [2.201, 1.571, 0.238], [-2.336, -0.349, 1.190], [-2.915, 0.381, -0.146], [0.196, 0.660, 1.225]], "mulliken_charge": [-0.568, -0.398, -0.234, -0.823, -0.656, -0.017, 0.302, 0.322, 0.323, 0.355, 0.356, 0.327, 0.341, 0.344, 0.303, 0.346, 0.379], "e_lumo_ev": -2.868, "total_charge": 1, "e_tot_ha": -268.18210, "relative_energy_kcal_mol": 77.05, "gap_ev": 11.21, "mol_weight_g_mol": 87.15}

***

[2]
{"formula": "C43H39N8SSe2Zr", "method": "the ωB97M-V functional and the def2-TZVPD basis", "elements": ["Zr", "C", "N", "C", "C", "N", "C", "C", "C", "C", "C", "C", "N", "C", "N", "C", "C", "C", "C", "C", "C", "N", "H", "H", "H", "H", "H", "H", "H", "H", "H", "H", "H", "H", "H", "H", "H", "Se", "Se", "C", "C", "C", "C", "C", "N", "C", "C", "C", "C", "C", "N", "H", "H", "H", "H", "H", "H", "H", "H", "C", "C", "C", "C", "C", "C", "C", "C", "S", "C", "N", "C", "C", "C", "C", "C", "C", "C", "C", "H", "H", "H", "H", "H", "H", "H", "H", "H", "H", "H", "H", "H", "H", "H", "H"], "xyz": [[-0.381, 0.168, -0.082], [-0.944, 1.753, 3.063], [0.117, 1.841, 2.052], [0.183, 3.170, 1.423], [0.872, 3.040, 0.110], [1.123, 1.870, -0.455], [1.828, 2.170, -1.640], [2.440, 1.355, -2.593], [3.093, 1.969, -3.643], [3.152, 3.364, -3.758], [2.590, 4.186, -2.805], [1.945, 3.562, -1.745], [1.329, 4.068, -0.609], [-2.194, 1.280, 2.402], [-2.202, 0.603, 1.263], [-3.563, 0.403, 0.960], [-4.195, -0.154, -0.148], [-5.573, -0.182, -0.161], [-6.330, 0.336, 0.898], [-5.725, 0.916, 1.991], [-4.336, 0.946, 1.993], [-3.425, 1.503, 2.874], [-1.127, 2.709, 3.560], [-0.648, 1.041, 3.837], [1.001, 1.690, 2.525], [0.721, 3.890, 2.047], [-0.826, 3.554, 1.270], [2.428, 0.277, -2.525], [3.582, 1.358, -4.390], [3.669, 3.801, -4.602], [2.666, 5.262, -2.881], [1.269, 5.042, -0.355], [-3.627, -0.520, -0.982], [-6.089, -0.602, -1.015], [-7.409, 0.291, 0.847], [-6.306, 1.334, 2.803], [-3.662, 1.961, 3.742], [-0.162, -1.447, 2.453], [0.166, -3.493, 1.463], [-0.940, -3.341, -0.098], [-1.307, -4.573, -0.626], [-2.076, -4.612, -1.770], [-2.453, -3.403, -2.344], [-2.031, -2.233, -1.762], [-1.284, -2.164, -0.636], [1.658, -0.830, 2.146], [2.610, -0.836, 3.145], [3.906, -0.463, 2.803], [4.178, -0.132, 1.484], [3.148, -0.146, 0.559], [1.890, -0.473, 0.880], [-0.994, -5.479, -0.123], [-2.380, -5.556, -2.202], [-3.063, -3.378, -3.236], [-2.269, -1.295, -2.241], [2.353, -1.146, 4.149], [4.688, -0.452, 3.551], [5.177, 0.135, 1.168], [3.334, 0.113, -0.474], [3.067, -4.411, -1.022], [2.959, -4.466, -2.546], [2.369, -5.833, -2.934], [4.368, -4.318, -3.143], [2.066, -3.361, -3.097], [1.835, -3.315, -4.488], [1.066, -2.339, -5.078], [0.494, -1.377, -4.253], [-0.494, -0.021, -4.701], [-0.571, 0.458, -3.058], [0.059, -0.342, -2.208], [0.685, -1.401, -2.871], [1.486, -2.392, -2.295], [-1.332, 1.609, -2.602], [-1.822, 2.551, -3.510], [-2.564, 3.620, -3.048], [-2.838, 3.721, -1.690], [-2.353, 2.770, -0.801], [-1.566, 1.693, -1.213], [3.742, -5.195, -0.681], [2.094, -4.582, -0.555], [3.468, -3.455, -0.675], [2.951, -6.633, -2.476], [2.380, -5.995, -4.011], [1.335, -5.919, -2.589], [5.020, -5.099, -2.753], [4.802, -3.349, -2.885], [4.361, -4.405, -4.229], [2.289, -4.060, -5.126], [0.913, -2.311, -6.149], [1.656, -2.365, -1.223], [-1.620, 2.443, -4.569], [-2.944, 4.358, -3.742], [-3.446, 4.540, -1.327], [-2.647, 2.875, 0.239]], "mulliken_charge": [-1.023, -1.790, 0.016, -1.068, -0.344, 0.758, 0.378, 0.125, -1.244, -0.806, -1.147, 0.715, 0.012, 0.382, 1.118, 0.001, -0.433, -1.211, -0.570, -1.165, 0.530, -0.068, 0.593, 0.498, 0.328, 0.743, 0.364, 0.378, 0.517, 0.460, 0.501, 0.304, 0.676, 0.489, 0.448, 0.465, 0.284, 0.283, 0.195, -0.015, -0.944, -0.606, -1.348, -0.365, 0.395, -0.083, -0.951, -0.580, -1.137, -0.211, 1.154, 0.602, 0.503, 0.573, 0.648, 0.599, 0.499, 0.566, 0.398, -1.583, 1.443, -1.651, -1.718, 0.426, 0.178, -1.194, 0.969, -0.428, 1.223, 1.811, -1.183, -0.730, -0.636, -0.837, -1.213, -0.985, -0.056, 2.933, 0.535, 0.134, 0.278, 0.471, 0.348, 0.304, 0.477, 0.350, 0.366, 0.527, 0.531, -0.247, 0.536, 0.451, 0.548, 0.236], "e_lumo_ev": -8.569, "total_charge": 3, "e_tot_ha": -7347.52508, "gap_ev": 7.04, "mol_weight_g_mol": 949.05}

***

[3]
{"formula": "C22H49N2P3SSeY", "method": "the ωB97M-V functional and the def2-TZVPD basis", "elements": ["Y", "P", "P", "P", "H", "C", "C", "H", "C", "C", "C", "C", "C", "C", "C", "C", "C", "H", "H", "H", "H", "H", "H", "H", "H", "H", "H", "H", "H", "H", "H", "H", "H", "H", "H", "H", "H", "H", "H", "H", "H", "H", "H", "H", "H", "H", "C", "C", "C", "C", "C", "C", "Se", "H", "H", "H", "H", "H", "H", "C", "C", "N", "C", "S", "N", "C", "C", "H", "H", "H", "H", "H", "H", "H", "H", "H", "H", "H", "H"], "xyz": [[-1.337, -0.126, -1.189], [-1.427, -2.382, 0.207], [1.903, -0.674, 1.302], [1.272, -1.360, -2.229], [-3.665, 1.901, -4.124], [-3.155, 0.936, -4.198], [-2.321, 0.549, -3.190], [-1.772, 1.442, -2.694], [-2.933, -2.237, 1.285], [-0.562, -3.726, 1.057], [-2.151, -3.286, -1.234], [3.267, 0.503, 1.644], [1.086, -0.599, 2.941], [2.871, -2.207, 1.520], [1.127, -1.367, -4.076], [1.708, -3.123, -1.983], [3.021, -0.712, -2.173], [-3.182, 0.394, -5.158], [-1.956, -0.522, -3.219], [-3.486, -1.301, 1.077], [-2.616, -2.220, 2.346], [-3.594, -3.107, 1.103], [-0.135, -3.387, 2.007], [0.252, -4.121, 0.441], [-1.252, -4.554, 1.277], [-2.569, -2.625, -2.018], [-2.956, -3.923, -0.847], [-1.386, -3.929, -1.688], [3.899, 0.092, 2.441], [2.872, 1.476, 1.953], [3.868, 0.639, 0.738], [1.820, -0.772, 3.733], [0.292, -1.356, 3.002], [0.643, 0.401, 3.071], [3.459, -2.113, 2.438], [3.556, -2.346, 0.678], [2.216, -3.078, 1.597], [2.065, -1.777, -4.492], [0.981, -0.342, -4.448], [0.277, -1.995, -4.380], [2.357, -3.457, -2.801], [0.812, -3.750, -1.971], [2.246, -3.263, -1.041], [3.540, -1.001, -3.099], [3.562, -1.090, -1.297], [3.069, 0.384, -2.136], [0.989, 2.952, -2.993], [-0.143, 3.553, -3.563], [-0.240, 3.507, -4.949], [0.820, 2.969, -5.688], [2.071, 2.691, -5.121], [2.154, 2.651, -3.738], [0.858, 2.325, -1.174], [1.610, 1.052, -1.581], [-0.907, 4.037, -2.955], [-1.114, 3.934, -5.448], [0.639, 2.786, -6.743], [2.982, 2.542, -5.724], [3.118, 2.450, -3.240], [0.712, 2.987, 4.632], [-0.606, 3.039, 3.904], [-0.626, 2.130, 2.707], [-1.809, 1.557, 2.300], [-2.330, 1.539, 0.655], [-2.600, 1.008, 3.247], [-2.073, 0.293, 4.436], [-3.211, 0.026, 5.409], [0.970, 1.992, 4.998], [0.663, 3.644, 5.504], [1.550, 3.356, 4.037], [-1.436, 2.796, 4.576], [-0.779, 4.062, 3.534], [-0.044, 2.494, 1.953], [-3.473, 0.621, 2.877], [-1.603, -0.644, 4.096], [-1.287, 0.904, 4.897], [-3.975, -0.631, 4.980], [-2.780, -0.472, 6.275], [-3.685, 0.962, 5.731]], "mulliken_charge": [-0.292, 1.329, 0.833, 1.364, 0.329, -0.363, 0.024, 0.178, -1.250, -1.299, -1.287, -1.333, -0.205, -1.534, -1.475, -1.150, -1.110, 0.294, 0.138, 0.328, 0.280, 0.509, 0.314, 0.326, 0.529, 0.451, 0.474, 0.349, 0.438, 0.327, 0.370, 0.566, 0.011, -0.426, 0.544, 0.440, 0.293, 0.523, 0.284, 0.433, 0.477, 0.314, 0.209, 0.525, 0.295, 0.153, 0.457, -0.669, -0.416, -0.537, -0.666, -0.338, -0.049, -0.292, 0.546, 0.503, 0.459, 0.415, 0.490, -1.091, -0.673, 0.140, 0.284, -0.326, -0.074, 0.161, -1.406, 0.255, 0.394, 0.333, 0.483, 0.421, -0.025, 0.420, -0.128, 0.257, 0.363, 0.414, 0.366], "e_lumo_ev": -9.918, "total_charge": 3, "e_tot_ha": -4838.21433, "relative_energy_kcal_mol": 24.77, "gap_ev": 6.44, "mol_weight_g_mol": 634.50}

***

[4]
{"formula": "C22H21BrN5O6Tc", "method": "the ωB97M-V functional and the def2-TZVPD basis", "elements": ["Tc", "O", "C", "O", "C", "C", "C", "N", "C", "C", "C", "O", "O", "H", "H", "H", "O", "N", "N", "O", "C", "C", "C", "C", "C", "C", "H", "H", "H", "H", "H", "Br", "C", "C", "C", "C", "C", "N", "H", "H", "H", "H", "C", "C", "C", "C", "N", "H", "H", "H", "H", "H", "H", "H", "H", "H"], "xyz": [[0.406, -0.346, 0.403], [2.745, 3.622, 5.682], [3.376, 2.709, 5.122], [4.553, 2.324, 5.205], [2.520, 1.885, 4.098], [1.468, 2.514, 3.437], [0.795, 1.839, 2.444], [1.087, 0.573, 2.120], [2.059, -0.065, 2.799], [2.813, 0.569, 3.766], [2.232, -1.501, 2.364], [2.929, -2.286, 2.973], [1.542, -1.773, 1.296], [1.195, 3.522, 3.717], [-0.001, 2.303, 1.872], [3.624, 0.041, 4.247], [-1.267, -0.591, 1.424], [-2.392, -0.206, 0.959], [-2.263, 0.376, -0.186], [-1.068, 0.686, -0.661], [-3.390, 0.627, -0.981], [-3.206, 1.041, -2.298], [-4.309, 1.292, -3.093], [-5.592, 1.140, -2.590], [-5.768, 0.705, -1.282], [-4.679, 0.438, -0.475], [-2.199, 1.127, -2.680], [-4.165, 1.605, -4.119], [-6.453, 1.350, -3.211], [-6.767, 0.574, -0.888], [-4.800, 0.084, 0.538], [1.409, -2.835, -2.393], [0.062, -3.410, -1.207], [0.131, -4.704, -0.723], [-0.893, -5.141, 0.098], [-1.970, -4.298, 0.321], [-1.952, -3.038, -0.245], [-0.923, -2.555, -0.956], [0.964, -5.339, -0.984], [-0.860, -6.132, 0.530], [-2.814, -4.609, 0.920], [-2.799, -2.379, -0.127], [1.504, 1.104, -3.014], [2.274, 1.048, -1.681], [2.361, 2.472, -1.095], [3.693, 0.510, -1.916], [1.600, 0.199, -0.771], [1.968, 1.825, -3.691], [0.473, 1.400, -2.818], [1.499, 0.122, -3.485], [2.885, 3.130, -1.791], [2.898, 2.455, -0.145], [1.356, 2.858, -0.917], [4.239, 1.182, -2.580], [3.649, -0.482, -2.366], [4.224, 0.437, -0.966]], "lowdin_spin": [0.539, 0.001, 0.001, 0.001, 0.012, -0.001, 0.008, -0.010, 0.008, -0.002, 0.001, 0.001, -0.003, 0.000, 0.000, 0.000, -0.034, -0.023, 0.058, 0.068, -0.001, 0.011, -0.002, 0.013, -0.001, 0.011, 0.001, 0.000, 0.001, 0.000, 0.001, 0.004, 0.008, -0.001, 0.006, 0.000, 0.007, 0.013, 0.000, 0.000, 0.000, 0.000, 0.013, 0.032, 0.014, 0.000, 0.242, 0.001, 0.000, 0.000, 0.002, 0.000, 0.000, 0.000, 0.000, 0.000], "spin_multiplicity": 2, "e_lumo_ev": [1.676, 1.546], "total_charge": -1, "e_tot_ha": -4230.98360, "relative_energy_kcal_mol": 18.48, "gap_ev": [5.86, 6.68], "mol_weight_g_mol": 629.34}